A:
{
  "formula": "C5H10AlO3",
  "method": "the ωB97M-V functional and the def2-TZVPD basis",
  "charge": -1,
  "homo_ev": -4.68,
  "molar_mass_g_mol": 145.11,
  "elements": ["C", "O", "C", "C", "C", "C", "O", "Al", "O", "H", "H", "H", "H", "H", "H", "H", "H", "H", "H"],
  "positions_angstrom": [[-0.72536, -0.88395, 2.65915], [0.12805, 0.28790, 1.94839], [0.49138, -1.05960, 1.50853], [-0.07130, -1.51020, -0.01615], [0.13002, -0.26398, -0.97121], [-1.19750, 0.60811, -1.26413], [-0.80587, 1.71635, -2.07518], [0.96271, 2.19806, -1.67866], [1.25155, 0.59266, -0.72894], [-0.06970, -1.58598, 3.33191], [-0.81128, -0.13061, 3.48707], [1.50373, -1.52237, 1.86508], [0.60088, -2.39095, -0.26964], [-1.13875, -1.81933, 0.13622], [0.35304, -0.76426, -1.97843], [-1.74380, 0.82831, -0.29407], [-1.83914, -0.08205, -1.90764], [2.00255, 2.22080, -2.91265], [0.97878, 3.56108, -0.83965]],
  "mulliken_charge": [-0.9830, -0.2560, 0.2817, -0.6813, 0.1866, -0.3746, -0.5707, 0.4195, -0.6617, 0.1419, 0.3939, 0.3239, 0.3396, 0.3501, 0.1839, 0.2015, 0.2589, -0.2823, -0.2720]
}



B:
{
  "formula": "C5H10AlO3",
  "method": "the ωB97M-V functional and the def2-TZVPD basis",
  "charge": -1,
  "homo_ev": -4.40,
  "molar_mass_g_mol": 145.11,
  "elements": ["C", "C", "C", "Al", "O", "C", "C", "O", "O", "H", "H", "H", "H", "H", "H", "H", "H", "H", "H"],
  "positions_angstrom": [[3.03765, -0.52999, -0.63726], [2.91122, 0.69244, -0.05700], [1.60261, 1.26918, 0.43846], [0.01564, 0.18761, -0.14024], [-0.61009, -0.79902, 1.23132], [-1.83278, -1.23945, 0.67613], [-2.47157, -0.08116, -0.17745], [-3.71555, 0.33946, 0.36090], [-1.60185, 0.99827, -0.22194], [3.46006, -0.63619, -1.63441], [2.69145, -1.44049, -0.15691], [3.82385, 1.28030, 0.08428], [1.58467, 1.23291, 1.54146], [1.57830, 2.32767, 0.16807], [0.11268, -0.65123, -1.52354], [-1.56677, -2.01757, -0.05452], [-2.52950, -1.60177, 1.43619], [-2.56783, -0.47783, -1.20340], [-3.92218, 1.14685, -0.13014]],
  "mulliken_charge": [-0.7554, -0.2544, -0.6958, 0.4317, -0.5235, -0.4508, 0.3660, -0.5487, -0.5763, 0.2240, 0.3144, 0.3212, 0.2572, 0.3764, -0.3553, 0.1529, 0.3210, 0.0998, 0.2956]
}



Which structure is most stable? B, by 103.5 kcal/mol over the runner-up.



A:
{
  "formula": "C2H6N2O2S",
  "method": "the ωB97M-V functional and the def2-TZVPD basis",
  "homo_ev": [-8.48, -9.63],
  "molar_mass_g_mol": 122.15,
  "elements": ["C", "C", "N", "N", "O", "O", "S", "H", "H", "H", "H", "H", "H"],
  "positions_angstrom": [[-0.85252, -0.48319, -0.09727], [-1.42330, 0.81945, 0.13756], [0.48964, -0.34858, -1.16999], [-0.43521, -1.20806, 0.91234], [3.56394, 0.75211, 0.78597], [1.69438, 0.40438, -0.91281], [2.78243, -0.23373, 0.11147], [-1.24543, -1.02132, -0.95935], [-0.81497, 1.20984, 0.94892], [-2.50571, 0.65223, 0.32786], [-1.31659, 1.51905, -0.71017], [0.69976, -1.31384, -1.16377], [-0.63643, -0.74835, 1.78923]],
  "mulliken_charge": [0.4856, -1.2439, -0.3636, -0.5611, -0.3934, -0.2037, 0.4638, 0.2689, 0.3532, 0.3063, 0.3289, 0.3088, 0.2503]
}



B:
{
  "formula": "C2H6N2O2S",
  "method": "the ωB97M-V functional and the def2-TZVPD basis",
  "smiles": "[H]/N=C/C=[S@]([NH3+])(=O)[O-]",
  "homo_ev": -8.37,
  "molar_mass_g_mol": 122.15,
  "elements": ["C", "C", "N", "N", "O", "O", "S", "H", "H", "H", "H", "H", "H"],
  "positions_angstrom": [[-1.49684, -0.46920, -0.82806], [-0.48821, 0.45142, -0.64307], [-2.73524, -0.15806, -0.88955], [1.16661, 0.40938, 1.43892], [2.19280, 1.02555, -0.98115], [1.41864, -1.28681, -0.58013], [1.12784, 0.15134, -0.57149], [-1.00250, -1.54313, -0.96927], [-0.59714, 1.46192, -0.47162], [-3.23940, -1.00650, -1.11248], [1.98804, -0.18518, 1.60782], [0.39311, -0.03075, 1.88347], [1.27230, 1.18001, 2.11661]],
  "mulliken_charge": [0.3161, -0.6159, -0.7173, -0.6012, -0.5556, -0.5885, 0.9056, 0.2342, 0.3957, 0.2577, 0.3412, 0.3419, 0.2861]
}



Which structure is most stable? B, by 60.4 kcal/mol over the runner-up.



A:
{
  "formula": "C4H13N4O",
  "method": "the ωB97M-V functional and the def2-TZVPD basis",
  "charge": 1,
  "homo_ev": -13.46,
  "molar_mass_g_mol": 133.18,
  "elements": ["C", "C", "N", "N", "N", "H", "H", "H", "H", "H", "H", "H", "H", "C", "C", "O", "N", "H", "H", "H", "H", "H"],
  "positions_angstrom": [[-0.08981, -3.01875, 0.46319], [-0.41976, -0.63881, 1.17363], [-1.72137, -0.77823, 1.61722], [0.26165, -1.57352, 0.44114], [0.36337, 0.45387, 1.67527], [-2.15552, -1.73988, 1.66355], [-2.02183, 0.18017, 1.77397], [1.12791, -1.30424, -0.02865], [1.30215, 0.57063, 1.56765], [-0.26156, 1.22943, 1.89169], [-1.05587, -3.18875, 0.83316], [0.73745, -3.62318, 1.02282], [-0.14604, -3.40151, -0.61267], [1.54026, 2.07271, -1.69854], [0.26167, 1.42540, -1.32221], [0.35571, 0.34798, -0.69700], [-1.04561, 1.89437, -1.59377], [-1.81592, 1.50655, -1.15978], [-1.19873, 2.94783, -1.81280], [2.45404, 1.33730, -1.41762], [1.94816, 3.01088, -0.97944], [1.57965, 2.28976, -2.80081]],
  "mulliken_charge": [-0.8739, 0.6988, -0.4052, -0.0430, -0.3969, 0.2484, 0.2332, 0.2956, 0.1977, 0.2030, 0.3496, 0.2441, 0.3094, -1.0071, 0.5389, -0.5489, -0.4163, 0.2105, 0.2742, 0.2562, 0.2970, 0.3347]
}



B:
{
  "formula": "C4H13N4O",
  "method": "the ωB97M-V functional and the def2-TZVPD basis",
  "charge": 1,
  "homo_ev": -13.50,
  "molar_mass_g_mol": 133.18,
  "elements": ["C", "C", "O", "N", "H", "H", "H", "H", "H", "C", "C", "N", "N", "N", "H", "H", "H", "H", "H", "H", "H", "H"],
  "positions_angstrom": [[-0.57679, 3.46142, -0.55315], [0.19731, 2.16488, -0.50339], [-0.11447, 1.18462, -1.14758], [1.15833, 2.09878, 0.50117], [-0.63936, 3.62153, -1.63074], [-0.30898, 4.21756, 0.16106], [1.82074, 1.37735, 0.22371], [1.66975, 2.94051, 0.72153], [-1.60092, 3.15791, -0.36184], [0.71488, -2.43448, -1.27565], [-0.40217, -1.68877, 0.74335], [-0.51129, -1.78946, 2.09040], [0.66771, -2.16994, 0.16630], [-1.46034, -1.24264, 0.07570], [0.04263, -2.30748, 2.74651], [-1.00508, -1.02711, 2.51491], [1.39286, -2.55868, 0.70288], [-1.18029, -0.77492, -0.78814], [-2.15201, -0.71626, 0.57900], [-0.10230, -3.10191, -1.54181], [1.63822, -2.91624, -1.59307], [0.75160, -1.49667, -1.83116]],
  "mulliken_charge": [-0.9430, 0.5788, -0.6222, -0.4844, 0.2963, 0.3721, 0.2489, 0.2761, 0.2686, -0.9120, 0.7100, -0.4338, -0.1452, -0.4029, 0.2181, 0.2155, 0.2275, 0.2566, 0.2823, 0.3547, 0.3455, 0.2928]
}



C:
{
  "formula": "C4H13N4O",
  "method": "the ωB97M-V functional and the def2-TZVPD basis",
  "charge": 1,
  "homo_ev": -13.72,
  "molar_mass_g_mol": 133.18,
  "elements": ["C", "C", "N", "N", "N", "H", "H", "H", "H", "H", "H", "H", "H", "C", "C", "O", "N", "H", "H", "H", "H", "H"],
  "positions_angstrom": [[-0.48131, -3.65188, -1.87239], [0.25908, -1.45875, -0.93335], [-0.38690, -1.46247, 0.24521], [0.49506, -2.60009, -1.59007], [0.66566, -0.30956, -1.43645], [-1.21817, -2.02611, 0.28800], [-0.29194, -0.66469, 0.85342], [1.22426, -2.47138, -2.27071], [1.10169, -0.14240, -2.32744], [0.62951, 0.50621, -0.83801], [-0.31574, -3.91633, -2.91311], [-1.49719, -3.33423, -1.64355], [-0.29517, -4.53644, -1.26782], [0.79582, 2.67936, 2.47414], [-0.15176, 2.47746, 1.35065], [-0.25772, 1.37425, 0.80271], [-0.90631, 3.51561, 0.98525], [-1.70369, 3.33479, 0.39400], [-0.75111, 4.45648, 1.29948], [0.96320, 3.71806, 2.74015], [1.75255, 2.20487, 2.26088], [0.37019, 2.30725, 3.39902]],
  "mulliken_charge": [-0.8474, 0.5301, -0.3004, -0.1690, -0.2485, 0.2237, 0.2940, 0.2400, 0.2051, 0.2301, 0.3026, 0.3310, 0.2986, -0.9944, 0.6389, -0.7375, -0.3617, 0.2382, 0.2085, 0.3838, 0.2661, 0.2679]
}



Which structure is most stable? C, by 7.0 kcal/mol over the runner-up.